178
Properties=species:S:1:pos:R:3:lowdin_charge:R:1 method="wB97M-V/def2-TZVPD" charge=-1 multiplicity=2 fmax_ev_per_a=3.38 total_energy_ha=-3176.41515 lumo_ev="1.81 / 1.76"
C 3.529 -3.215 -5.410 -0.16
C 2.468 -3.415 -4.414 -0.17
C 1.703 -2.043 -4.443 -0.19
O 2.692 -1.087 -4.726 -0.17
C 3.635 -1.645 -5.582 -0.20
H 3.323 -3.747 -6.339 0.11
H 4.515 -3.578 -5.121 0.10
H 2.900 -3.644 -3.440 0.10
H 1.679 -4.145 -4.596 0.11
H 1.232 -1.807 -3.489 0.10
H 0.949 -1.955 -5.224 0.12
H 4.612 -1.190 -5.415 0.11
H 3.320 -1.321 -6.574 0.11
C -0.890 2.171 -5.484 -0.19
C 0.514 2.204 -4.994 -0.18
C 0.380 1.453 -3.666 -0.18
O -0.832 2.048 -3.196 -0.15
C -1.770 2.338 -4.246 -0.17
H -0.974 1.195 -5.964 0.11
H -1.079 2.902 -6.270 0.11
H 0.921 3.212 -4.906 0.11
H 1.199 1.839 -5.759 0.11
H 1.242 1.606 -3.016 0.10
H 0.347 0.366 -3.747 0.10
H -2.082 3.380 -4.322 0.12
H -2.603 1.635 -4.258 0.09
C 1.607 -1.724 5.918 -0.23
C 0.241 -1.695 5.327 -0.20
C 0.246 -2.874 4.411 -0.19
O 0.971 -3.834 5.188 -0.13
C 1.929 -3.170 5.995 -0.23
H 1.499 -1.288 6.911 0.10
H 2.340 -1.093 5.416 0.09
H 0.081 -0.810 4.711 0.09
H -0.599 -1.759 6.019 0.11
H 0.795 -2.730 3.480 0.10
H -0.740 -3.297 4.219 0.11
H 2.970 -3.207 5.675 0.10
H 2.027 -3.638 6.975 0.11
C 0.811 1.306 1.222 -0.18
C 0.030 1.641 -0.025 -0.13
C -0.311 0.183 -0.533 -0.18
O -0.387 -0.569 0.648 -0.15
C 0.069 0.157 1.808 -0.18
H 0.940 2.117 1.938 0.11
H 1.777 0.951 0.864 0.10
H 0.625 2.315 -0.642 0.09
H -0.898 2.170 0.192 0.10
H 0.500 -0.144 -1.185 0.09
H -1.262 0.161 -1.065 0.09
H 0.757 -0.432 2.415 0.11
H -0.717 0.498 2.483 0.10
C 4.509 -1.421 -0.105 -0.14
C 3.673 -0.823 -1.248 -0.17
C 4.690 -0.579 -2.276 -0.23
O 5.925 -0.371 -1.599 -0.14
C 5.952 -1.038 -0.304 -0.16
H 4.367 -2.485 -0.294 0.08
H 4.118 -1.044 0.840 0.11
H 3.075 0.083 -1.161 0.10
H 2.918 -1.530 -1.592 0.09
H 4.477 0.285 -2.906 0.11
H 4.825 -1.400 -2.980 0.11
H 6.369 -0.451 0.515 0.11
H 6.447 -2.001 -0.422 0.11
C 3.371 3.489 -2.151 -0.17
C 2.201 4.436 -1.945 -0.17
C 2.680 5.655 -2.567 -0.23
O 4.092 5.646 -2.380 -0.12
C 4.582 4.313 -2.504 -0.19
H 3.275 2.795 -2.986 0.09
H 3.597 2.840 -1.305 0.09
H 2.167 4.571 -0.864 0.10
H 1.244 4.219 -2.421 0.11
H 2.207 6.588 -2.260 0.13
H 2.496 5.592 -3.640 0.11
H 5.465 4.045 -1.923 0.12
H 4.883 4.025 -3.511 0.11
C -2.354 2.692 4.300 -0.24
C -3.254 2.646 3.171 -0.19
C -3.145 4.052 2.567 -0.16
O -2.567 4.810 3.649 -0.15
C -2.448 4.067 4.853 -0.22
H -1.318 2.603 3.970 0.11
H -2.513 1.877 5.005 0.11
H -4.224 2.399 3.603 0.12
H -3.046 1.902 2.403 0.09
H -4.148 4.431 2.370 0.11
H -2.562 4.107 1.648 0.11
H -3.305 4.162 5.519 0.11
H -1.569 4.302 5.453 0.11
C -2.006 -4.643 0.949 -0.16
C -3.065 -5.734 0.942 -0.19
C -4.420 -5.089 0.650 -0.18
O -4.168 -3.669 0.741 -0.15
C -2.764 -3.423 0.431 -0.17
H -1.237 -5.033 0.282 0.09
H -1.720 -4.452 1.984 0.10
H -3.027 -6.229 1.912 0.10
H -2.721 -6.506 0.254 0.10
H -5.139 -5.633 1.262 0.12
H -4.614 -5.315 -0.399 0.11
H -2.309 -2.453 0.630 0.10
H -2.651 -3.301 -0.647 0.11
C -3.944 1.549 -1.218 -0.18
C -5.246 1.738 -2.095 -0.15
C -6.168 1.815 -0.963 -0.23
O -5.683 0.799 -0.064 -0.14
C -4.272 0.513 -0.204 -0.18
H -3.580 2.445 -0.714 0.12
H -3.105 1.246 -1.844 0.07
H -5.631 0.937 -2.726 0.11
H -5.101 2.684 -2.616 0.11
H -7.199 1.649 -1.277 0.12
H -6.039 2.737 -0.397 0.12
H -4.192 -0.422 -0.757 0.11
H -3.573 0.714 0.608 0.11
C 1.451 -4.630 -0.335 -0.16
C 2.950 -4.912 -0.336 -0.18
C 3.345 -4.592 1.105 -0.21
O 2.452 -3.576 1.452 -0.13
C 1.406 -3.398 0.565 -0.21
H 0.824 -5.421 0.077 0.10
H 1.149 -4.391 -1.355 0.10
H 3.333 -4.182 -1.049 0.08
H 3.291 -5.922 -0.564 0.11
H 4.368 -4.219 1.039 0.11
H 3.283 -5.539 1.641 0.12
H 1.774 -2.538 0.005 0.10
H 0.435 -3.221 1.027 0.11
C -4.491 -1.247 3.412 -0.14
C -5.147 -2.523 3.904 -0.16
C -3.938 -3.375 4.359 -0.19
O -3.183 -2.428 5.064 -0.14
C -3.511 -1.148 4.606 -0.22
H -5.117 -0.359 3.499 0.11
H -4.087 -1.320 2.402 0.10
H -5.603 -2.989 3.031 0.10
H -5.866 -2.428 4.719 0.12
H -3.295 -3.751 3.563 0.10
H -4.261 -4.268 4.894 0.12
H -2.591 -0.638 4.323 0.11
H -4.074 -0.671 5.408 0.12
C -4.360 -2.378 -5.435 -0.14
C -4.080 -0.913 -4.880 -0.14
C -3.505 -1.352 -3.606 -0.27
O -2.739 -2.538 -3.771 -0.12
C -3.228 -3.273 -4.872 -0.21
H -4.491 -2.557 -6.502 0.10
H -5.292 -2.770 -5.029 0.10
H -5.006 -0.355 -4.742 0.11
H -3.266 -0.320 -5.298 0.10
H -4.300 -1.599 -2.902 0.12
H -2.904 -0.556 -3.167 0.11
H -3.744 -4.186 -4.574 0.11
H -2.467 -3.469 -5.628 0.11
C 0.948 5.421 2.864 -0.16
C 2.482 5.335 3.026 -0.19
C 2.912 5.780 1.596 -0.19
O 1.934 6.743 1.108 -0.14
C 0.717 6.586 1.851 -0.20
H 0.455 5.808 3.756 0.10
H 0.499 4.494 2.507 0.09
H 2.714 4.292 3.243 0.08
H 3.005 5.951 3.757 0.09
H 2.984 4.870 1.000 0.07
H 3.933 6.143 1.717 0.11
H -0.201 6.488 1.270 0.10
H 0.564 7.501 2.423 0.10
C 4.758 2.109 1.418 -0.10
C 4.859 1.446 2.742 -0.42
O 3.628 0.879 3.087 -0.21
H 4.167 3.024 1.454 0.05
H 4.301 1.515 0.628 0.05
H 5.784 2.363 1.153 0.08
H 5.134 2.203 3.477 0.08
H 5.721 0.788 2.857 0.09
H 3.382 1.010 4.006 0.00